[1]
Entry from the Open Molecules 2025 dataset: one molecule with the formula C4H10N2 (wB97M-V/def2-TZVPD).

Geometry as XYZ:
```
16
C4H10N2 | the Open Molecules 2025 dataset | wB97M-V/def2-TZVPD
C -0.9847 1.3359 0.0147
C -0.9851 -0.1790 -0.2064
N -1.7987 -0.9878 0.4370
H -2.5944 -1.2500 -0.1462
H -0.9608 -0.2578 -1.3678
H -0.8318 1.5446 1.0717
H -1.9421 1.7424 -0.3082
H -0.1962 1.7982 -0.5756
C 1.6845 0.1251 0.7810
C 0.7648 -0.7772 -0.0052
N 0.8753 -0.7390 -1.3678
H 0.5675 -1.6264 -1.7710
H 0.6432 -1.7489 0.4774
H 2.6415 -0.3750 0.9359
H 1.2610 0.3273 1.7674
H 1.8561 1.0676 0.2632
```

- LUMO energy (spin up / spin down): -0.1 / -0.6 eV
- Gap between HOMO and LUMO (spin up / spin down): 9.2 / 8.1 eV
- HOMO energy (spin up / spin down): -9.33 / -8.69 eV
- Total charge: 0

=====

[2]
Entry from the Open Molecules 2025 dataset: one molecule with the formula C4H10N2 (wB97M-V/def2-TZVPD).

Geometry as XYZ:
```
16
C4H10N2 | the Open Molecules 2025 dataset | wB97M-V/def2-TZVPD
C -2.1680 0.3356 0.5459
C -1.4634 -0.5632 -0.4819
C 0.8095 0.1392 -0.0467
C 2.3559 -0.4194 0.2585
H -2.5693 1.2748 -0.0497
H -2.7856 -0.2722 1.2460
H -1.3623 0.9557 1.1195
H -1.3197 0.1180 -1.3840
H -2.0321 -1.4255 -0.9443
H 0.1291 -1.7568 0.1893
H 2.8554 -0.3766 -0.7623
H 2.8593 0.3663 0.8737
H 2.3102 -1.4113 0.7573
H 1.3979 1.8863 -0.0487
N -0.1491 -0.8023 -0.0350
N 0.6224 1.3292 -0.3438
```

- LUMO energy: 1.0 eV
- Structure (SMILES): [H]/N=C(\C)NCC
- Gap between HOMO and LUMO: 9.7 eV
- HOMO energy: -8.77 eV
- Total charge: 0

=====

[3]
Entry from the Open Molecules 2025 dataset: one molecule with the formula C4H10N2 (wB97M-V/def2-TZVPD).

Geometry as XYZ:
```
16
C4H10N2 | the Open Molecules 2025 dataset | wB97M-V/def2-TZVPD
C -1.9948 -0.3855 0.4851
C -1.0483 -0.6353 -0.6743
C 0.3493 -0.1580 -0.3349
C 0.5683 1.3354 -0.1802
H -3.0150 -0.6914 0.2280
H -1.7291 -0.9486 1.3927
H -2.0016 0.6893 0.7502
H -1.4350 -0.1274 -1.5581
H -0.9637 -1.7139 -0.9189
H 1.3921 1.7059 -0.8244
H -0.3597 1.8895 -0.4360
H 0.8542 1.6150 0.8557
H 2.5145 0.2816 0.6779
H 3.0372 -1.2741 0.6500
N 1.2753 -1.0200 -0.2090
N 2.5563 -0.5623 0.0963
```

- LUMO energy: 1.0 eV
- Structure (SMILES): CC/C(C)=N/N
- Gap between HOMO and LUMO: 9.9 eV
- HOMO energy: -8.84 eV
- Total charge: 0

=====

[4]
Entry from the Open Molecules 2025 dataset: one molecule with the formula C4H10N2 (wB97M-V/def2-TZVPD).

Geometry as XYZ:
```
16
C4H10N2 | the Open Molecules 2025 dataset | wB97M-V/def2-TZVPD
C 1.4542 -0.8881 -0.3799
C 0.5594 -0.3511 0.8153
C 0.0383 1.8479 -0.1878
C -1.8927 -0.9894 -0.1117
H 0.7336 -1.1970 -1.3156
H 2.0218 -1.9023 -0.1052
H 2.1550 -0.1044 -0.7617
H -0.1648 -1.1728 1.0656
H 1.0344 0.1566 1.8086
H -0.1579 1.7136 -1.4852
H 1.2423 2.1903 0.0661
H -0.7706 2.7342 0.2699
H -1.2153 -1.7853 0.1537
H -2.9420 -1.1694 -0.2674
N -0.4267 0.6599 0.4652
N -1.6692 0.2571 -0.0299
```

- LUMO energy: 1.0 eV
- Structure (SMILES): C=NN(C)CC
- Gap between HOMO and LUMO: 9.3 eV
- HOMO energy: -8.30 eV
- Total charge: 0

=====

[5]
Entry from the Open Molecules 2025 dataset: one molecule with the formula C4H10N2 (wB97M-V/def2-TZVPD).

Geometry as XYZ:
```
16
C4H10N2 | the Open Molecules 2025 dataset | wB97M-V/def2-TZVPD
C 1.8733 -0.0001 -1.1722
C 0.5932 -0.8973 -0.9929
C -1.5435 -0.9412 0.2690
C 0.0448 0.8590 0.7445
H 1.5281 1.0004 -1.5006
H 2.4153 0.1544 -0.2783
H 2.5615 -0.4902 -1.8820
H 0.9686 -1.8920 -0.5341
H 0.0784 -1.3046 -2.0132
H -1.5121 -1.1391 1.3627
H -2.4439 -0.4203 -0.0531
H -1.5373 -1.8098 -0.3619
H 1.0650 1.3062 0.5718
H -1.6839 1.2781 1.6015
N -0.3835 -0.1846 -0.1557
N -0.6517 1.4981 1.5839
```

- LUMO energy: 1.0 eV
- Structure (SMILES): [H]/N=C\N(C)CC
- Gap between HOMO and LUMO: 9.6 eV
- HOMO energy: -8.66 eV
- Total charge: 0

=====

[6]
Entry from the Open Molecules 2025 dataset: one molecule with the formula C4H10N2 (wB97M-V/def2-TZVPD).

Geometry as XYZ:
```
16
C4H10N2 | the Open Molecules 2025 dataset | wB97M-V/def2-TZVPD
C -1.5552 -1.3540 -0.7301
C -1.1274 0.0479 -0.2322
C -0.0955 -0.2266 0.8830
N 0.8223 0.9427 1.0263
C 1.8248 1.0342 0.0994
N 1.8990 0.8023 -1.1711
H -0.7355 -2.0390 -0.8887
H -2.1531 -1.7845 0.0798
H -2.3348 -1.3514 -1.5125
H -2.0120 0.5493 0.1410
H -0.7087 0.7447 -0.9601
H -0.5340 -0.3252 1.8845
H 0.5253 -1.0843 0.6516
H 0.6014 1.7996 1.4982
H 2.6849 1.6145 0.5249
H 2.8984 0.6298 -1.2938
```

- LUMO energy: 1.0 eV
- Structure (SMILES): [H]/N=C/NCCC
- Gap between HOMO and LUMO: 9.7 eV
- HOMO energy: -8.67 eV
- Total charge: 0

=====

[7]
Entry from the Open Molecules 2025 dataset: one molecule with the formula C4H10N2 (wB97M-V/def2-TZVPD).

Geometry as XYZ:
```
16
C4H10N2 | the Open Molecules 2025 dataset | wB97M-V/def2-TZVPD
C 0.1757 -0.6729 -0.4890
C 1.8958 -1.0705 0.0722
C -2.1274 -0.5874 0.3158
C 0.5350 1.8046 -0.0186
N -0.7557 -0.2798 0.4995
N -0.2408 0.6974 -0.5314
H -0.3032 -1.1196 -1.4316
H 2.1780 0.0253 0.1588
H 2.4118 -1.6769 -0.6550
H 1.7392 -1.6311 1.0189
H -2.5955 -0.2728 1.1671
H -2.5194 -0.0872 -0.6003
H -2.2548 -1.6371 0.2238
H 0.7657 1.6681 1.0811
H 1.3188 2.1056 -0.6280
H -0.2232 2.7343 -0.1833
```

- LUMO energy: 1.2 eV
- Structure (SMILES): CC1N(C)N1C
- Gap between HOMO and LUMO: 10.3 eV
- HOMO energy: -9.12 eV
- Total charge: 0

=====

[8]
Entry from the Open Molecules 2025 dataset: a 2-piece molecular cluster, C4H10N2 overall (wB97M-V/def2-TZVPD).

Geometry as XYZ:
```
16
C4H10N2 | the Open Molecules 2025 dataset | wB97M-V/def2-TZVPD
C -2.4485 0.3044 6.1221
C -3.3573 -0.0372 5.2202
N -3.7968 0.7268 4.0618
H -1.9548 1.3366 6.1654
H -2.2446 -0.4059 6.9440
H -3.9588 -0.8151 5.5360
H -3.5844 1.7086 4.0377
H -4.7980 0.5305 4.0770
C 3.3158 -0.8296 -4.1463
C 3.6831 -0.1374 -5.2661
N 3.1391 -0.2501 -6.6051
H 2.4409 -1.4417 -4.1245
H 3.8898 -0.5390 -3.2360
H 4.4597 0.5898 -5.2643
H 2.7119 -1.1804 -6.6626
H 2.5029 0.4397 -6.8594
```

- LUMO energy: 1.2 eV
- Structure (SMILES): C=CN.C=CN
- Gap between HOMO and LUMO: 9.9 eV
- HOMO energy: -8.66 eV
- Total charge: 0

=====

[9]
Entry from the Open Molecules 2025 dataset: one molecule with the formula C4H10N2 (wB97M-V/def2-TZVPD).

Geometry as XYZ:
```
16
C4H10N2 | the Open Molecules 2025 dataset | wB97M-V/def2-TZVPD
C -1.0405 0.9925 0.0555
C -0.4961 -0.0898 1.0032
C 0.5188 -1.0531 0.3682
C 2.3598 -0.1694 -0.7783
N 1.1488 -0.5180 -0.8644
N -1.7717 0.4180 -1.0837
H -1.7571 1.5440 0.6748
H -0.1838 1.5998 -0.2284
H -1.3619 -0.6151 1.4209
H -0.0481 0.3985 1.8696
H 1.3456 -1.1434 1.0793
H 0.1914 -2.0530 0.1054
H 3.0502 -0.3055 -1.6082
H 2.7314 0.2231 0.1808
H -2.3032 -0.4003 -0.8262
H -2.3835 1.1718 -1.3686
```

- LUMO energy: 1.0 eV
- Structure (SMILES): C=NCCCN
- Gap between HOMO and LUMO: 9.9 eV
- HOMO energy: -8.88 eV
- Total charge: 0

=====

[10]
Entry from the Open Molecules 2025 dataset: one molecule with the formula C4H10N2 (wB97M-V/def2-TZVPD).

Geometry as XYZ:
```
16
C4H10N2 | the Open Molecules 2025 dataset | wB97M-V/def2-TZVPD
C 0.0980 1.5119 1.9439
C -0.9834 1.0825 0.9183
C -0.8129 -0.3505 0.3844
N 1.5062 -1.3451 -1.1606
C 0.4215 -0.6768 -1.6378
N -0.5929 -0.1989 -1.0466
H 1.0619 1.2414 1.5092
H -0.1035 2.4700 2.4147
H -0.0796 0.8456 2.8118
H -1.9533 1.3051 1.3893
H -0.8661 1.8197 0.1172
H -1.6137 -1.0672 0.5961
H -0.0966 -0.9580 0.9616
H 2.4175 -1.4505 -1.5748
H 1.4751 -1.7429 -0.2325
H 0.4144 -0.4650 -2.7091
```

- LUMO energy: 1.0 eV
- Structure (SMILES): CCC/N=C\N
- Gap between HOMO and LUMO: 9.9 eV
- HOMO energy: -8.92 eV
- Total charge: 0

=====

[11]
Entry from the Open Molecules 2025 dataset: a 2-piece molecular cluster, C4H10N2 overall (wB97M-V/def2-TZVPD).

Geometry as XYZ:
```
16
C4H10N2 | the Open Molecules 2025 dataset | wB97M-V/def2-TZVPD
C -1.5306 -0.6818 -1.2252
C -1.9463 0.2325 -0.1128
C -1.6037 0.0890 1.1543
H -2.1200 -0.4651 -2.0986
H -1.5232 -1.7378 -0.9739
H -0.4788 -0.5244 -1.4975
H -2.3879 1.1643 -0.4092
H -1.8575 0.8207 1.9094
H -1.1334 -0.8092 1.5276
N 1.7590 1.2565 0.0679
C 2.1074 0.0043 0.4685
N 2.3385 -0.9464 -0.3313
H 1.8480 1.5248 -0.8943
H 1.7995 1.9765 0.7171
H 2.1288 -0.1016 1.5587
H 2.6002 -1.8024 0.1394
```

- LUMO energy: 1.0 eV
- Structure (SMILES): [H]/N=C/N.C=CC
- Gap between HOMO and LUMO: 10.2 eV
- HOMO energy: -9.22 eV
- Total charge: 0

=====

[12]
Entry from the Open Molecules 2025 dataset: C4H10N2 as an isolated structure (wB97M-V/def2-TZVPD).

Geometry as XYZ:
```
16
C4H10N2 | the Open Molecules 2025 dataset | wB97M-V/def2-TZVPD
N 0.5591 -1.1737 -0.0954
C -1.0295 -0.6981 0.3378
C -0.5559 0.7186 0.5833
H 0.7187 -2.0390 -0.6109
H 1.1694 -1.2261 0.7178
H -1.3244 -1.2787 1.2127
H -1.2932 1.4548 0.2643
H -0.2872 0.8520 1.6324
N -1.9530 -0.8232 -0.7091
C 0.7444 0.7627 -0.2812
C 1.9126 1.3401 0.1422
H -1.7202 -0.2789 -1.5288
H -2.1507 -1.7761 -0.9817
H 0.5112 0.8770 -1.3375
H 2.5542 1.8726 -0.5424
H 2.1445 1.4159 1.1967
```

- LUMO energy: 1.0 eV
- Gap between HOMO and LUMO: 8.0 eV
- HOMO energy: -7.07 eV
- Total charge: 0

=====

Computed total energy (Eh) in order:
-267.7576, -267.8684, -267.8837, -267.7529, -267.8669, -267.8669, -267.7658, -267.8327, -267.8481, -267.8780, -267.8792, -267.8142
Computed relative energy (zero: lowest compared OMol25 entry of this formula, charge and spin) (kJ/mol) in order:
440.4, 149.5, 109.4, 452.7, 153.3, 153.4, 418.9, 243.2, 202.9, 124.2, 121.2, 291.8